{
  "formula": "C10H30O5",
  "method": "ωB97M-V/def2-TZVPD",
  "multiplicity": 1,
  "smiles": "CCO.CCO.CCO.CCO.CCO",
  "e_above_lowest_kj_mol": 138.07,
  "species": ["C", "H", "H", "H", "H", "C", "H", "H", "H", "C", "H", "H", "H", "H", "H", "C", "H", "O", "H", "H", "C", "H", "C", "H", "H", "H", "H", "O", "H", "H", "H", "H", "O", "C", "C", "H", "H", "H", "O", "H", "C", "H", "H", "C", "O"],
  "positions_angstrom": [[-2.378250, 17.996410, -15.603330], [-1.727900, 16.568140, -10.896310], [0.582880, 12.427690, -6.237690], [-5.903460, 18.872620, -13.981120], [-3.413480, 18.576010, -4.126990], [-1.920890, 16.818510, -8.697970], [-1.468230, 17.389950, -7.887630], [1.881840, 12.551330, -8.138230], [-2.913660, 17.247850, -8.832810], [-4.244900, 16.832930, -5.569210], [-4.095430, 17.612420, -10.998540], [-4.019910, 17.112900, -15.272870], [-5.882970, 16.586570, -12.432810], [0.578210, 12.954780, -9.196640], [-0.497830, 16.996920, -15.135340], [-3.447340, 16.718210, -4.254920], [-3.440620, 17.216630, -12.624190], [-3.248490, 16.898590, -15.802570], [-4.468840, 15.830980, -5.935320], [-0.636570, 18.522090, -14.329750], [0.993370, 13.178230, -8.213880], [-0.228040, 16.567870, -10.053140], [-4.170680, 17.805300, -12.068700], [-3.824750, 15.921550, -3.613830], [-6.282680, 18.292660, -12.098700], [-2.436850, 16.480240, -4.587140], [-5.201790, 17.342720, -5.457050], [-3.673610, 17.923390, -3.472760], [-3.591830, 17.187600, -6.366580], [-2.867100, 18.902470, -15.245320], [-3.801670, 18.826460, -12.164500], [-1.222000, 18.048400, -10.313740], [-1.833950, 15.435330, -8.317790], [0.035900, 12.586590, -7.167030], [-1.220390, 17.666120, -14.668230], [-2.070420, 18.336910, -16.591970], [-0.454970, 11.689310, -7.543920], [-1.623020, 17.121960, -13.813910], [-5.526730, 17.990030, -13.954490], [-0.893610, 15.248300, -8.269150], [-5.548500, 17.618460, -12.539760], [-0.744960, 13.330790, -7.010440], [1.608050, 14.621560, -7.165890], [-1.229710, 16.996880, -10.026770], [1.132180, 14.556550, -7.997110]],
  "forces_ev_per_a": [[0.6, 0.7, -0.4], [-0.5, -0.5, 0.4], [-0.3, -0.2, 0.1], [0.1, 0.0, -0.3], [-0.1, 0.8, 0.4], [0.8, -0.5, -0.4], [0.3, 0.4, -0.2], [0.7, 0.7, -0.2], [-0.5, -0.9, 0.4], [0.3, -1.2, 0.1], [0.1, -0.4, 0.1], [-0.5, -0.2, 0.1], [-0.1, 0.0, -0.2], [0.0, 0.7, -0.2], [-0.1, -0.1, -0.2], [-1.8, 0.2, -0.2], [-0.3, -0.4, 0.1], [0.0, 0.4, 0.3], [-0.2, -0.2, 0.1], [-0.3, 0.2, 0.0], [-1.3, -2.0, 0.3], [0.2, 0.3, 0.2], [1.4, 0.5, 1.3], [0.1, -0.1, -0.2], [0.1, -0.2, 0.6], [0.5, 0.4, 0.8], [0.3, 0.3, 0.0], [1.2, -0.8, -1.0], [-0.3, 0.7, 0.0], [-0.6, -0.2, 0.5], [-0.3, 0.3, -0.2], [0.5, 0.3, 0.2], [-1.3, 0.5, 0.0], [-0.1, 0.6, -0.5], [0.1, -0.5, -0.3], [0.6, -0.3, -0.1], [0.2, -0.2, 0.3], [0.1, 0.2, 0.2], [-0.4, -0.5, 0.2], [0.4, -0.1, 0.1], [-0.5, 0.6, -1.6], [-0.1, -0.1, 0.2], [0.0, 0.4, 0.1], [0.3, 0.6, -0.8], [0.6, 0.2, -0.3]]
}

{
  "formula": "C10H30O5",
  "method": "ωB97M-V/def2-TZVPD",
  "multiplicity": 1,
  "smiles": "CCO.CCO.CCO.CCO.CCO",
  "e_above_lowest_kj_mol": 468.84,
  "species": ["H", "H", "C", "H", "H", "H", "O", "H", "C", "H", "H", "H", "H", "H", "H", "O", "H", "C", "H", "H", "H", "O", "H", "O", "H", "H", "C", "C", "H", "H", "H", "H", "H", "H", "O", "H", "C", "H", "C", "H", "H", "C", "H", "C", "C"],
  "positions_angstrom": [[0.248552, -2.684794, -1.387270], [-0.077198, 2.516076, -1.308260], [-0.376558, 3.431556, -1.818520], [3.091582, -1.768954, 3.138000], [0.674462, -2.238554, 0.262970], [-5.032838, 0.681596, 0.973320], [-4.647348, -0.185344, 1.119610], [-0.633898, 0.838976, -0.683550], [1.333462, 0.147426, -0.720700], [3.231642, 0.887866, 1.459710], [-2.180288, 0.326516, -1.003900], [-2.196078, 4.481596, -2.283860], [-4.563658, -0.502554, -0.866760], [2.219262, 0.438076, 0.977740], [0.091592, 3.441886, -2.802820], [2.461762, 0.533646, 0.053800], [2.736972, -1.562974, 1.337680], [1.389762, -4.213594, -0.444430], [0.120322, -4.652314, 0.963700], [-2.420668, 3.321196, -0.975600], [0.028472, 4.247676, -1.220180], [0.346052, -4.985864, 0.092270], [4.304852, -1.037584, 2.069980], [1.495212, 0.525616, 2.509790], [1.435312, 0.509276, -1.743830], [1.944762, -2.239764, -0.963260], [-1.906198, 3.495636, -1.920590], [-3.887538, -0.556664, -0.013510], [-3.559298, -1.592184, 0.076170], [0.395612, 1.864426, 0.322600], [2.168102, -4.309064, 0.312640], [-2.924848, 1.479976, -0.057940], [1.937152, -4.571534, -1.316420], [-2.021278, 0.197536, 0.752530], [-2.388498, 2.449036, -2.656890], [3.459622, 0.804936, 3.135430], [2.883802, 0.339776, 2.335330], [-3.255688, 2.632556, -3.025540], [0.164162, 0.832446, 0.058850], [1.175502, -0.931034, -0.713060], [1.337182, 0.728536, 3.434700], [-2.717268, 0.409916, -0.059020], [-0.157398, 0.395076, 1.004040], [1.034732, -2.741564, -0.634390], [3.236632, -1.184514, 2.229420]],
  "forces_ev_per_a": [[0.1, 0.3, -0.2], [-0.1, 0.4, -0.5], [-0.4, -0.4, 0.2], [-0.3, 0.2, -0.1], [0.0, -0.4, 0.3], [0.1, 0.0, -0.1], [-0.7, -0.8, 1.1], [0.1, 0.2, 0.7], [-1.1, 1.4, 2.1], [1.1, 0.1, 1.5], [-0.1, -0.5, 0.0], [-0.2, 0.1, -0.3], [0.3, 0.0, -0.5], [-1.4, -0.1, -2.4], [-0.1, 0.1, -0.1], [0.1, -0.9, -3.2], [0.2, -0.4, 0.3], [1.1, 1.1, 1.9], [0.2, 0.1, 0.0], [0.6, 0.9, 0.9], [-0.2, 0.2, -0.1], [-0.9, -0.9, -1.1], [0.3, -1.0, -0.3], [-0.5, 0.4, 0.8], [0.0, 0.2, 0.1], [-0.1, -0.4, -0.2], [0.6, 1.0, 1.5], [-0.2, 1.5, 0.1], [0.0, 0.1, 0.3], [0.3, -0.1, -0.1], [0.6, 0.5, 0.1], [-0.7, -0.1, 0.4], [-1.1, -0.7, -0.4], [-0.5, 0.0, -0.1], [-0.3, -1.7, -2.3], [-0.2, -0.2, 0.5], [2.0, -1.2, 3.4], [0.0, 0.1, 0.1], [-0.2, -0.2, -1.9], [0.2, 1.7, -0.3], [-0.1, 0.0, 0.0], [0.3, -0.7, -1.0], [0.3, -0.6, -0.5], [0.2, -1.8, -0.3], [0.6, 2.3, -0.2]]
}

{
  "formula": "C10H32O11",
  "method": "ωB97M-V/def2-TZVPD",
  "multiplicity": 2,
  "e_above_lowest_kj_mol": 0.00,
  "charge": 1,
  "species": ["H", "H", "C", "H", "H", "O", "H", "H", "H", "H", "O", "H", "H", "C", "H", "H", "H", "H", "H", "C", "O", "O", "H", "H", "H", "H", "O", "O", "H", "H", "H", "O", "H", "O", "H", "C", "H", "H", "C", "H", "C", "C", "H", "C", "O", "O", "H", "H", "H", "H", "C", "O", "C"],
  "positions_angstrom": [[-20.755484, -22.426630, 16.077524], [-18.850759, -24.569315, 14.248278], [-18.088672, -23.885205, 5.593786], [-20.001147, -26.336406, 16.439462], [-20.318075, -22.420688, 10.439480], [-19.041463, -25.070412, 11.203696], [-18.046229, -23.137809, 3.845189], [-17.875836, -25.956711, 5.903063], [-19.269385, -20.496781, 11.500398], [-18.832028, -27.304587, 13.277217], [-18.196995, -25.301206, 7.712647], [-19.206670, -25.872460, 10.708057], [-19.901294, -28.430121, 15.017385], [-18.558262, -21.215241, 11.092680], [-17.050939, -23.682667, 5.858697], [-18.738554, -23.038518, 5.814854], [-21.473781, -27.249088, 16.348684], [-18.335719, -23.379529, 16.182261], [-17.692098, -20.848705, 10.541752], [-18.510760, -25.196234, 6.357638], [-18.271951, -22.093030, 12.166384], [-18.354036, -23.958061, 4.237650], [-17.011097, -27.473683, 10.935586], [-19.587849, -25.348046, 6.287502], [-20.458581, -21.854297, 13.931826], [-19.460089, -21.252620, 16.525028], [-19.074054, -26.817605, 14.068332], [-20.451577, -21.223522, 14.655475], [-21.221688, -25.117917, 14.632103], [-19.688184, -21.231564, 9.250791], [-18.243365, -28.630953, 9.157777], [-17.867556, -28.514684, 12.536095], [-16.825344, -29.279468, 10.916909], [-19.421685, -23.807673, 14.372911], [-17.189250, -29.054272, 12.948835], [-17.452909, -28.434410, 11.200004], [-18.520964, -22.953266, 11.820573], [-18.463553, -24.528980, 8.216837], [-19.425754, -21.947377, 10.029795], [-19.240491, -25.303391, 12.110528], [-18.598287, -28.639086, 10.188335], [-20.245299, -27.498207, 14.568744], [-20.941880, -27.676450, 13.749530], [-19.869321, -21.888925, 15.740325], [-19.541163, -27.561137, 10.288524], [-18.621707, -23.023803, 9.617025], [-20.188582, -27.624958, 9.582565], [-19.167484, -29.502542, 10.532663], [-18.088392, -22.280929, 14.706000], [-18.924776, -23.748782, 10.168532], [-20.786277, -26.650066, 15.751509], [-21.630326, -25.566820, 15.375816], [-18.758906, -22.904778, 15.297036]],
  "forces_ev_per_a": [[-0.4, -1.1, 0.7], [0.1, -0.9, 0.0], [-1.1, 0.4, 1.9], [0.4, 0.1, -0.3], [-0.5, 0.6, 0.3], [0.1, 0.9, 0.6], [0.0, -0.1, -0.2], [-0.7, -0.4, -0.4], [0.7, 1.0, 0.0], [0.7, -0.3, -0.2], [0.8, 0.2, 0.9], [-0.1, -1.1, -0.6], [-0.2, -0.3, -0.2], [-2.6, -0.2, -0.7], [0.2, 0.1, -0.1], [0.2, 0.2, 1.7], [0.2, -0.4, 0.0], [0.0, -0.1, -0.2], [0.2, 0.3, 0.6], [0.2, 0.8, -1.2], [0.2, 0.2, 0.3], [0.5, -1.3, -1.7], [0.4, 0.0, 0.4], [0.0, -0.3, -0.8], [-0.2, -0.8, -1.1], [-0.6, 0.6, -0.3], [-1.0, 0.9, 0.2], [1.1, 0.6, 1.4], [0.1, 0.2, -0.1], [0.1, -0.3, -0.3], [0.3, -0.6, 0.2], [0.3, -0.5, -0.3], [0.6, 0.2, 0.3], [0.8, 1.3, 1.1], [-0.2, 0.1, 0.6], [-0.9, -0.2, -2.7], [0.4, -0.6, 0.2], [-0.1, 0.5, -0.1], [1.1, 0.2, 0.9], [-0.1, -0.2, 0.3], [-0.7, 0.6, 1.2], [0.9, 1.1, 1.4], [-0.3, 0.1, 0.3], [1.0, 0.4, -0.8], [0.0, 0.7, 0.4], [0.1, 0.1, -1.3], [0.0, -0.1, -0.1], [0.3, -0.6, -0.6], [0.5, 0.1, 0.2], [0.3, -0.8, 0.0], [-1.3, -0.9, -0.6], [0.4, 0.3, -0.2], [-2.2, -0.6, -1.2]]
}